No. 1
Molecular formula: CFI2O2S
Method: DFT, ωB97M-V with the def2-TZVPD basis set

```
! RIJCOSX wB97M-V def2-TZVPD def2/J DEFGRID3
* xyz -1 1
C -0.161 1.216 -0.174
O -1.739 -2.033 -0.971
O 0.404 -2.214 0.137
F 1.160 0.890 0.047
S -0.445 -1.474 -0.761
I -0.250 3.386 0.549
I -0.230 1.453 -2.339
*
```

Computed properties:
* gap between HOMO and LUMO (alpha / beta): 6.913 / 6.914 eV
* lowest unoccupied orbital energy (alpha / beta): 2.73 / 2.73 eV
* ΔE to the lowest compared entry with this formula, charge and spin: 20.7 kcal/mol

No. 2
Molecular formula: C4H6N4O2
Method: DFT, ωB97M-V with the def2-TZVPD basis set

```
! RIJCOSX wB97M-V def2-TZVPD def2/J DEFGRID3
* xyz 0 1
C 0.106 1.324 -1.428
C -0.813 0.331 -2.033
C 1.659 -0.924 1.173
C -0.583 0.006 0.041
N 0.162 1.168 -0.184
N -1.230 -0.512 -1.189
N 0.504 -1.060 0.462
N -1.659 0.165 1.013
O 2.269 -1.826 1.663
O 2.082 0.323 1.342
H 0.631 2.048 -2.027
H -1.082 0.331 -3.054
H 0.062 -1.932 0.495
H 1.700 1.091 0.887
H -1.376 -0.025 2.088
H -2.430 -0.506 0.752
*
```

Computed properties:
* gap between HOMO and LUMO: 9.075 eV
* SMILES string: NC1(NC(=O)O)N=CC=N1
* lowest unoccupied orbital energy: -0.79 eV
* ΔE to the lowest compared entry with this formula, charge and spin: 65.2 kcal/mol

No. 3
Molecular formula: C3H10O2P2
Method: DFT, ωB97M-V with the def2-TZVPD basis set

```
! RIJCOSX wB97M-V def2-TZVPD def2/J DEFGRID3
* xyz 0 1
C 1.081 -1.127 0.928
C 1.272 0.743 -0.844
C 0.188 -0.366 -0.054
O 1.398 2.014 -0.334
O -0.684 -1.119 -0.934
P -2.785 0.224 -0.387
P -1.158 0.689 0.957
H 1.279 -0.513 1.681
H 1.961 -1.557 0.397
H 0.627 -1.924 1.308
H 2.185 0.277 -0.952
H 0.884 0.930 -1.975
H 1.691 1.894 0.527
H -0.030 -1.587 -1.479
H -3.871 0.509 0.580
H -3.054 -1.101 0.167
H -0.986 2.012 0.411
*
```

Computed properties:
* gap between HOMO and LUMO: 9.036 eV
* SMILES string: C[C@](O)(CO)[PH]#[PH2]
* lowest unoccupied orbital energy: 0.65 eV
* ΔE to the lowest compared entry with this formula, charge and spin: 51.2 kcal/mol

No. 4
Molecular formula: C11H24ClI2N2P2Y
Method: DFT, ωB97M-V with the def2-TZVPD basis set

```
! RIJCOSX wB97M-V def2-TZVPD def2/J DEFGRID3
* xyz 2 1
I 3.938 -0.016 -1.495
I -0.310 -2.298 -1.838
Y 1.134 0.054 -0.787
P 1.437 -1.729 1.441
C 2.645 -3.059 1.123
C 2.091 -0.929 2.951
H 2.413 -1.699 3.664
H 0.255 -3.219 2.953
H 1.325 -0.263 3.374
H -0.827 -1.961 2.265
H 3.540 -2.624 0.654
H 2.947 -0.307 2.659
C -0.013 -2.663 2.044
H 2.913 -3.533 2.078
H -0.362 -3.357 1.267
H 2.215 -3.802 0.434
P 0.073 1.098 -3.200
C 0.645 0.458 -4.808
C -1.750 1.116 -3.385
H 0.198 3.392 -2.404
H -0.026 3.259 -4.200
H 1.575 2.974 -3.422
C 0.490 2.867 -3.322
H -2.228 1.328 -2.419
H -2.025 1.898 -4.111
H 0.266 1.086 -5.630
H 0.293 -0.577 -4.911
H -2.094 0.142 -3.743
H 1.743 0.473 -4.822
Cl 1.490 2.505 -0.079
N 0.265 1.524 2.639
C -0.952 1.013 2.235
C -2.042 1.070 3.137
C -3.234 0.454 2.781
C -3.320 -0.109 1.506
C -2.214 -0.044 0.666
N -1.021 0.477 0.982
H 0.819 1.942 1.854
H 0.173 2.135 3.442
H -1.891 1.548 4.115
H -4.070 0.421 3.484
H -4.234 -0.578 1.161
H -2.273 -0.470 -0.332
*
```

Computed properties:
* gap between HOMO and LUMO (alpha / beta): 3.504 / 3.407 eV
* lowest unoccupied orbital energy (alpha / beta): -10.68 / -10.78 eV
* ΔE to the lowest compared entry with this formula, charge and spin: 0.0 kcal/mol

No. 5
Molecular formula: C6H8N6O2
Method: DFT, ωB97M-V with the def2-TZVPD basis set

```
! RIJCOSX wB97M-V def2-TZVPD def2/J DEFGRID3
* xyz 0 1
C 2.222 0.170 1.264
C -2.252 1.211 -0.277
C -0.211 -0.878 -1.048
C -1.579 0.368 1.482
C -0.798 0.988 0.426
C 0.732 -1.810 -1.808
N 3.471 0.414 1.023
N 3.622 0.735 -0.245
N 2.511 0.641 -0.815
N 1.552 0.232 0.091
N -2.918 0.723 0.736
N 0.234 0.022 -0.153
O -2.508 1.751 -1.294
O -1.388 -0.980 -1.313
H 1.726 -0.106 2.181
H -1.408 -0.747 1.531
H -1.451 0.795 2.572
H -0.223 1.885 0.644
H 1.741 -1.949 -1.511
H 0.242 -2.784 -1.850
H 0.577 -1.391 -2.752
H -3.894 0.710 1.114
*
```

Computed properties:
* gap between HOMO and LUMO: 10.229 eV
* SMILES string: CC(=O)N([C@@H]1CNC1=O)n1cnnn1
* lowest unoccupied orbital energy: 0.41 eV
* ΔE to the lowest compared entry with this formula, charge and spin: 0.0 kcal/mol

Repeat the fifth record exactly.
Molecular formula: C6H8N6O2
Method: DFT, ωB97M-V with the def2-TZVPD basis set

```
! RIJCOSX wB97M-V def2-TZVPD def2/J DEFGRID3
* xyz 0 1
C 2.222 0.170 1.264
C -2.252 1.211 -0.277
C -0.211 -0.878 -1.048
C -1.579 0.368 1.482
C -0.798 0.988 0.426
C 0.732 -1.810 -1.808
N 3.471 0.414 1.023
N 3.622 0.735 -0.245
N 2.511 0.641 -0.815
N 1.552 0.232 0.091
N -2.918 0.723 0.736
N 0.234 0.022 -0.153
O -2.508 1.751 -1.294
O -1.388 -0.980 -1.313
H 1.726 -0.106 2.181
H -1.408 -0.747 1.531
H -1.451 0.795 2.572
H -0.223 1.885 0.644
H 1.741 -1.949 -1.511
H 0.242 -2.784 -1.850
H 0.577 -1.391 -2.752
H -3.894 0.710 1.114
*
```

Computed properties:
* gap between HOMO and LUMO: 10.229 eV
* SMILES string: CC(=O)N([C@@H]1CNC1=O)n1cnnn1
* lowest unoccupied orbital energy: 0.41 eV
* ΔE to the lowest compared entry with this formula, charge and spin: 0.0 kcal/mol